Record 1
15
Properties=species:S:1:pos:R:3:forces:R:3:mulliken_charge:R:1 method="wB97M-V/def2-TZVPD" e_tot_ev=-9859.8183 charge=-1 smiles="CCCC=[N+]([O-])[O-]" lumo_ev=3.78
C 2.330740 0.253605 0.090552 -2.753 0.040 -3.956 -1.2888
C 0.918542 -0.131667 0.519262 0.277 1.597 -0.864 -0.4275
C -0.214032 0.090336 -0.468446 -1.023 -2.301 1.700 -0.3367
C -1.547255 -0.543941 0.108720 3.229 1.444 -1.809 -0.8472
N -2.646110 0.061894 -0.291256 0.042 -1.696 2.058 0.8556
O -3.642644 -0.412643 0.347325 -2.337 0.617 -0.404 -0.8002
O -2.736573 0.996239 -1.124205 -0.037 0.230 -0.388 -0.7605
H 2.464290 -0.144941 -0.984365 0.599 -0.005 1.836 0.2854
H 2.412456 1.299904 -0.061345 0.003 1.304 0.047 0.3027
H 2.946415 -0.003763 0.856485 2.486 -1.214 1.584 0.4161
H 0.755463 0.352327 1.443628 -0.568 0.460 1.295 0.4025
H 0.935318 -1.160770 0.666750 -0.005 -2.030 0.686 0.2803
H -0.511782 1.087687 -0.686823 0.339 0.959 -0.448 0.4140
H 0.177335 -0.461409 -1.320838 -0.468 0.222 -0.891 0.1143
H -1.642158 -1.282854 0.904554 0.216 0.374 -0.445 0.3900

---

Record 2
78
Properties=species:S:1:pos:R:3:forces:R:3:mulliken_charge:R:1 method="wB97M-V/def2-TZVPD" e_tot_ev=-258521.0344 charge=-2 lumo_ev=4.02
Rh 0.046442 -0.260567 0.091485 0.205 0.176 0.075 -0.1089
O 0.037139 4.958746 -2.770080 -0.128 -0.173 -0.209 -0.5489
C -1.236958 4.985090 -2.171992 0.033 -0.026 0.007 -0.7095
C -1.252701 4.779320 -0.643435 0.315 -0.158 0.131 2.0910
C -2.455223 5.587005 -0.125473 -0.063 0.035 -0.132 -1.3021
O -2.681880 5.516914 1.281123 -0.117 -0.055 -0.047 -0.5561
C 0.026206 5.358007 0.008913 0.001 -0.173 -0.019 -1.6210
Se 1.693902 4.286482 0.013684 0.183 0.426 0.170 -0.6101
C -1.562898 3.298379 -0.320709 0.156 -0.006 0.188 -1.7883
Se -0.419410 1.927406 -1.157796 -0.654 -0.260 -0.438 -0.1869
H 0.560937 4.247354 -2.353516 0.097 0.184 0.192 0.3058
H -1.907267 4.234507 -2.621363 0.024 0.026 -0.076 0.1691
H -1.641596 5.977528 -2.413372 -0.050 -0.003 0.055 0.3480
H -3.362596 5.250789 -0.653917 0.000 0.064 -0.040 0.3475
H -2.303777 6.645621 -0.350544 0.029 0.006 0.032 0.4745
H -2.579163 4.592811 1.533463 0.066 0.007 0.008 0.4118
H -0.200849 5.571413 1.052630 -0.034 0.082 -0.010 0.3724
H 0.242788 6.303410 -0.495638 -0.094 0.051 0.044 0.3553
H -2.575586 3.100282 -0.682783 -0.070 0.147 0.143 0.5345
H -1.535176 3.138412 0.762422 0.100 0.031 -0.006 0.3196
C -4.361247 0.883402 -0.240945 0.004 -0.058 0.035 -0.9284
C -4.361390 -0.343650 -1.105543 -0.151 -0.017 0.099 0.8561
C -5.342431 -0.501870 -2.081719 -0.007 -0.039 0.023 -0.7260
C -5.324790 -1.571612 -2.963364 0.019 0.017 -0.005 -0.6268
C -4.280513 -2.481582 -2.914563 0.012 -0.011 0.030 -0.8343
C -3.303705 -2.343374 -1.940228 -0.099 -0.153 0.083 -0.8871
C -3.372783 -1.330299 -0.985693 0.368 0.390 -0.352 1.1265
P -2.006188 -1.200841 0.220550 0.257 -0.181 0.171 1.2102
C -2.643026 -0.581374 1.855437 0.199 -0.097 0.038 -0.5904
C -1.762959 0.556367 2.270048 -0.058 0.313 0.014 1.3355
C -1.203194 0.556455 3.692215 0.287 -0.198 0.032 -0.4301
C -1.961580 -0.317273 4.644959 0.245 -0.020 -0.091 -1.2380
C -2.946632 -1.108959 4.218606 -0.331 0.229 -0.140 -0.6450
C -3.290133 -1.295929 2.785475 -0.234 0.147 0.296 1.7409
C -4.376889 -2.289561 2.494472 0.250 -0.229 -0.032 -2.1630
C -1.620474 -2.956834 0.620176 -0.181 0.055 0.101 0.5953
C -2.538564 -4.003893 0.717006 0.027 -0.041 -0.097 -0.7156
C -2.164289 -5.224395 1.252008 0.031 0.001 0.031 -0.7863
C -0.857696 -5.398411 1.704419 -0.048 0.006 -0.021 -0.6171
C 0.068755 -4.383604 1.551801 -0.007 0.007 -0.005 -0.7106
C -0.282277 -3.155478 0.977263 0.095 -0.016 -0.142 0.3530
C 0.745523 -2.124092 0.624564 -0.083 -0.068 -0.018 -2.1807
H -5.116116 1.592684 -0.580185 0.016 0.017 -0.011 0.5126
H -3.381507 1.365180 -0.289721 -0.002 -0.030 -0.014 -0.4443
H -4.550711 0.639535 0.806105 -0.041 0.007 -0.006 0.3449
H -6.125018 0.244329 -2.158648 0.009 0.015 0.001 0.3816
H -6.109202 -1.677044 -3.703502 0.020 0.023 -0.022 0.3615
H -4.221366 -3.291957 -3.630381 0.014 0.007 -0.007 0.4023
H -2.472865 -3.037807 -1.912657 -0.036 -0.040 0.026 0.5272
H -2.076249 1.518643 1.860331 -0.126 -0.081 -0.081 0.1456
H -1.021538 1.551821 4.102435 -0.189 0.025 0.042 0.5749
H -1.689635 -0.307671 5.695651 -0.008 -0.001 -0.003 0.3594
H -3.498532 -1.709518 4.937113 0.005 -0.051 -0.045 0.3855
H -5.264093 -2.009914 3.070724 -0.007 0.025 -0.013 0.5910
H -4.101331 -3.306727 2.786124 -0.019 0.011 0.028 0.3783
H -4.641538 -2.291623 1.437976 -0.031 0.017 0.021 0.1315
H -3.551942 -3.870141 0.360168 0.001 0.016 0.030 0.5658
H -2.886749 -6.028167 1.333158 0.004 -0.003 -0.006 0.4035
H -0.561681 -6.339664 2.154497 0.008 -0.005 -0.020 0.3625
H 1.100054 -4.539304 1.847722 -0.005 0.021 0.030 0.4722
H 1.184555 -2.448270 -0.329443 0.073 -0.016 0.026 0.4967
H 1.552518 -2.084080 1.359838 -0.067 0.042 0.081 0.5581
Br 4.710774 -0.244173 1.431584 -0.045 0.017 0.007 -0.1896
C 4.919756 -0.024035 -0.439414 0.117 -0.126 -0.025 0.2546
C 6.230503 -0.008984 -0.906563 -0.018 0.011 -0.003 -0.6000
C 6.487647 0.105292 -2.261849 -0.010 -0.011 0.018 -0.4049
C 5.431348 0.185425 -3.158882 -0.020 -0.019 0.013 -0.6179
C 4.132214 0.148427 -2.685022 0.039 0.034 -0.082 -0.4756
C 3.850057 0.049909 -1.324104 -0.146 0.240 0.000 0.1408
C 2.387902 0.037496 -0.939359 -0.008 0.005 -0.078 1.0838
O 1.561185 -0.390326 -1.779255 -0.035 -0.260 -0.057 -0.7061
O 2.046269 0.428353 0.203047 0.092 -0.399 0.096 -0.5911
H 7.042075 -0.090306 -0.196401 -0.002 0.021 0.004 0.3755
H 7.512677 0.127065 -2.612827 -0.002 0.006 0.004 0.3460
H 5.620780 0.275693 -4.221301 -0.011 0.012 0.000 0.3530
H 3.286107 0.202442 -3.356926 -0.003 0.004 0.012 0.4094
N 0.100194 0.008240 3.137028 -0.153 -0.234 -0.094 -1.1572
C -0.377692 0.108179 1.933092 -0.008 0.283 0.010 0.8330